The following is a quantum chemistry calculation of a cluster of 8 separate species, C52H64N2O5P in total, from the Open Molecules 2025 dataset.

Last column: Mulliken charge in e.
Element x y z (Å)
C -0.4438 -0.5162 1.7543  -1.553
C -0.6844 -0.4224 0.2464  -0.262
N -1.3447 0.8305 -0.1250  1.202
C -1.1140 1.2378 -1.5037  -0.411
C 0.2845 1.7748 -1.7660  -1.569
C 0.6789 3.1083 -1.1357  0.660
C 0.5733 3.2348 0.3855  -1.209
O -0.7002 3.6533 0.8260  -0.289
C -1.1008 4.9292 0.3659  0.458
P -2.8741 5.0417 -0.0079  0.538
O -3.1270 6.4004 -0.5206  -0.681
O -3.1381 3.8902 -1.0750  -0.429
O -3.6784 4.7195 1.3088  -0.503
C -0.3110 5.3972 -0.8447  -1.503
N -0.0798 4.2586 -1.7831  0.057
C -2.7541 0.8377 0.1765  0.053
C -3.6378 -0.1348 -0.5631  -1.178
O -3.2015 1.6143 0.9683  -0.525
H 0.5239 -0.9781 1.9485  0.474
H -1.1869 -1.1292 2.2607  0.269
H -0.4328 0.4544 2.2468  0.304
H -1.2998 -1.2805 -0.0419  0.293
H 0.2648 -0.5001 -0.2760  0.177
H -1.8655 1.9553 -1.8320  0.392
H -1.2485 0.3687 -2.1663  0.463
H 0.3749 1.9004 -2.8505  0.285
H 1.0538 1.0539 -1.4978  0.449
H 1.7259 3.2704 -1.3940  0.308
H 0.7345 2.2502 0.8159  0.412
H 1.3591 3.8845 0.7813  0.347
H -0.9557 5.6671 1.1611  0.384
H -4.0765 3.6618 -1.1439  0.365
H -4.3197 5.4380 1.4304  0.350
H -0.8262 6.2021 -1.3639  0.678
H 0.6562 5.7877 -0.5379  0.304
H 0.5115 4.6200 -2.5363  0.221
H -0.9503 3.9448 -2.2194  0.555
H -3.0877 -0.9790 -0.9691  0.341
H -4.1331 0.3773 -1.3870  0.222
H -4.3854 -0.5092 0.1306  0.369
C 1.8485 3.8947 -5.0190  -0.343
C 2.8472 2.9504 -5.2179  -0.531
C 4.1748 3.3516 -5.2477  -0.445
C 4.5021 4.6900 -5.0693  -0.390
C 3.5041 5.6317 -4.8644  -0.532
C 2.1734 5.2347 -4.8418  -0.436
H 0.8086 3.5826 -5.0094  0.600
H 2.5915 1.9075 -5.3541  0.450
H 4.9561 2.6218 -5.4125  0.394
H 5.5383 4.9994 -5.0934  0.391
H 3.7614 6.6739 -4.7304  0.396
H 1.3917 5.9731 -4.6988  0.517
C -3.0089 -2.1973 4.8664  -0.452
C -3.9259 -2.0949 3.8291  -0.321
C -4.6131 -3.2211 3.3964  -0.437
C -4.3881 -4.4480 4.0052  -0.401
C -3.4737 -4.5496 5.0443  -0.438
C -2.7822 -3.4250 5.4734  -0.411
H -2.4709 -1.3200 5.2028  0.386
H -4.1062 -1.1359 3.3581  0.512
H -5.3266 -3.1430 2.5858  0.382
H -4.9270 -5.3249 3.6712  0.385
H -3.3002 -5.5057 5.5202  0.391
H -2.0664 -3.5054 6.2813  0.398
C -0.3307 11.5209 0.3788  -0.404
C -1.2812 11.5943 -0.6306  -0.378
C -2.0452 10.4803 -0.9495  -0.607
C -1.8673 9.2890 -0.2568  -0.076
C -0.9160 9.2224 0.7541  -0.288
C -0.1461 10.3335 1.0719  -0.533
H 0.2640 12.3901 0.6270  0.369
H -1.4270 12.5225 -1.1676  0.375
H -2.7836 10.5397 -1.7388  0.392
H -2.4573 8.4112 -0.4959  0.552
H -0.7787 8.2987 1.3071  0.307
H 0.5927 10.2768 1.8612  0.386
C 2.4631 -5.1429 1.5789  0.018
C 3.2196 -5.5467 2.6701  -0.943
C 2.7014 -5.4255 3.9527  -0.265
C 1.4269 -4.9068 4.1426  -0.553
C 0.6712 -4.5076 3.0494  -0.379
C 1.1900 -4.6259 1.7682  -0.365
H 2.8637 -5.2348 0.5773  0.177
H 4.2114 -5.9537 2.5224  0.392
H 3.2925 -5.7350 4.8047  0.546
H 1.0224 -4.8146 5.1425  0.412
H -0.3245 -4.1059 3.1965  0.484
H 0.6007 -4.3126 0.9140  0.463
C 3.4512 -5.1528 -3.4966  -0.430
C 4.2558 -4.2107 -4.1222  -0.418
C 4.3152 -2.9133 -3.6330  -0.411
C 3.5734 -2.5600 -2.5144  -0.525
C 2.7707 -3.5028 -1.8870  -0.005
C 2.7074 -4.7989 -2.3796  -0.389
H 3.4050 -6.1639 -3.8789  0.374
H 4.8385 -4.4885 -4.9904  0.372
H 4.9423 -2.1792 -4.1223  0.383
H 3.6253 -1.5491 -2.1287  0.396
H 2.1955 -3.2286 -1.0108  0.253
H 2.0794 -5.5344 -1.8927  0.415
C -4.9184 -1.4241 -4.9659  -0.466
C -3.9107 -2.3523 -5.1887  -0.399
C -2.5808 -1.9551 -5.1667  -0.555
C -2.2593 -0.6289 -4.9154  -0.353
C -3.2674 0.2989 -4.6897  -0.224
C -4.5974 -0.0967 -4.7180  -0.456
H -5.9545 -1.7347 -4.9881  0.395
H -4.1622 -3.3866 -5.3818  0.403
H -1.7962 -2.6782 -5.3463  0.408
H -1.2208 -0.3202 -4.8963  0.442
H -3.0175 1.3356 -4.4934  0.411
H -5.3841 0.6278 -4.5497  0.407
C 4.3312 -9.8129 7.8994  -0.318
C 4.4250 -10.6311 6.7824  -0.418
C 3.8628 -10.2303 5.5784  -0.371
C 3.2119 -9.0077 5.4887  -0.395
C 3.1212 -8.1891 6.6059  -0.136
C 3.6775 -8.5920 7.8119  -0.573
H 4.7674 -10.1271 8.8386  0.359
H 4.9360 -11.5825 6.8504  0.360
H 3.9315 -10.8716 4.7093  0.362
H 2.7757 -8.6927 4.5489  0.390
H 2.6137 -7.2352 6.5378  0.389
H 3.6021 -7.9546 8.6834  0.360

Calculated values
orbital gap: 7.81 eV
net charge: +1

The following is a quantum chemistry calculation of a structure of composition C52H65N13, from the Open Molecules 2025 dataset.

Last column: Mulliken charge in e.
Element x y z (Å)
N 1.3398 -4.1807 -4.9475  0.040
C 1.4198 -2.8197 -4.6395  -0.509
C -0.0902 -2.3917 -4.4555  -0.100
C -0.9762 -3.6827 -4.7615  -0.894
C 0.0318 -4.7267 -5.0885  -0.531
H 2.2368 -4.5887 -5.0735  0.235
H 2.5748 -2.2157 -4.9605  0.170
H -0.3622 -1.4607 -4.1385  0.683
H -2.0142 -3.6287 -4.8275  0.522
H 0.0858 -5.7267 -5.5575  0.424
N 2.4128 0.3313 -2.9845  -0.031
C 1.7358 -0.3647 -1.9785  -0.733
C 2.5388 -0.4717 -0.7915  0.386
C 3.8978 0.3373 -0.9985  -1.973
C 3.6968 0.6383 -2.5095  -0.910
H 2.1228 0.5303 -3.9355  0.552
H 0.7018 -0.3847 -2.1355  0.672
H 2.2318 -1.0207 0.0465  0.979
H 4.7218 0.5833 -0.4885  0.637
H 4.2958 1.0233 -3.2175  0.665
N 2.9198 4.8393 1.2595  0.171
C 3.8168 4.5853 2.2945  -0.630
C 5.0888 5.4173 1.9285  -0.923
C 4.7018 6.1143 0.6095  -0.690
C 3.3298 5.6653 0.2315  -0.221
H 2.0848 4.2093 1.0645  0.493
H 3.5288 3.8323 2.8795  0.595
H 5.9168 5.5023 2.5705  0.452
H 5.1648 6.8873 0.0045  0.406
H 2.6688 5.9713 -0.6905  0.251
N 0.9978 4.0933 4.7595  0.037
C 2.1108 3.3953 4.6805  -0.985
C 1.7838 2.0063 4.2005  -1.051
C 0.2968 2.0063 3.9835  -0.491
C -0.1972 3.4253 4.2255  -0.823
H 1.0178 5.1433 5.0175  0.322
H 3.0318 3.8043 4.8115  0.838
H 2.3818 1.1773 4.2305  0.850
H -0.3832 1.3183 3.7405  1.122
H -1.2232 3.8953 4.2665  0.431
N -0.1442 1.1733 0.1055  1.243
C -0.8742 1.1403 -1.0025  -0.468
C -1.5792 -0.2267 -1.1585  -2.040
C -1.0652 -1.0517 0.0095  -0.943
C -0.1532 -0.0067 0.8035  0.961
H 0.2088 2.2013 0.1775  -0.373
H -0.9292 2.0963 -1.4675  0.405
H -2.1712 -0.4647 -2.0305  0.661
H -1.3912 -2.0477 0.3035  0.251
H 0.4838 -0.1637 1.6655  -0.428
N 1.2048 -2.9277 4.2995  -0.514
C 1.8398 -3.5127 5.4875  -0.467
C 3.2428 -3.0147 5.4665  -0.610
C 3.3908 -2.1287 4.2445  -0.750
C 2.0488 -2.0177 3.6495  -0.760
H 0.3278 -3.0817 4.0715  0.644
H 1.1628 -4.2897 5.9345  0.292
H 3.9308 -3.3167 6.4205  0.216
H 4.2658 -1.5157 3.9925  0.417
H 1.6618 -1.3277 2.8085  0.558
N -1.1792 -4.0987 5.0295  0.035
C -1.4022 -2.7077 4.9445  -0.937
C -1.1252 -2.3877 3.4735  -0.145
C -0.8992 -3.6917 2.7765  0.347
C -0.8782 -4.7937 3.8545  -1.452
H -1.5482 -4.6507 5.9205  0.307
H -1.5462 -2.2487 5.8045  0.527
H -1.3162 -1.3407 3.1185  0.406
H -0.8092 -3.9537 1.8095  1.198
H -0.6982 -5.7697 3.8105  0.542
N 1.2698 -4.3817 -1.3075  0.295
C 1.4848 -3.5787 -0.1875  -0.026
C 1.9338 -4.4517 0.9535  -0.471
C 2.0558 -5.7997 0.3935  -0.818
C 1.5938 -5.7477 -1.1235  -0.445
H 1.1208 -3.8617 -2.2205  0.057
H 1.3048 -2.5167 -0.3215  -0.033
H 2.2168 -4.0547 1.8745  0.704
H 2.3588 -6.8447 1.0585  0.174
H 1.4828 -6.5847 -1.8005  0.417
N -0.1492 1.9383 -5.8665  -0.055
C 0.5678 3.1063 -6.1465  -0.729
C 1.2328 3.4003 -4.8005  -1.257
C 1.0528 2.2153 -3.8355  0.681
C -0.1562 1.5323 -4.5115  -0.146
H -0.5052 1.4993 -6.5335  0.021
H 0.4918 3.5593 -7.0325  0.552
H 2.0248 4.0303 -4.7015  0.527
H 1.4308 1.9783 -2.8545  0.219
H -0.5852 0.5463 -4.1335  -0.001
N -5.0912 -6.2837 -0.5635  -0.102
C -4.7092 -5.2967 0.3775  -0.772
C -3.3722 -4.7047 -0.1415  -0.135
C -3.0822 -5.3667 -1.3615  -0.693
C -4.1112 -6.4697 -1.5345  -0.649
H -6.0462 -6.9817 -0.3655  0.320
H -5.4182 -5.1037 1.2295  0.334
H -2.9902 -4.1757 0.6175  0.827
H -2.1792 -5.2817 -1.9445  0.475
H -4.2422 -7.3237 -2.1765  0.404
N -2.6852 4.6733 0.8825  0.009
C -3.4552 4.5543 2.0365  -0.681
C -3.3342 3.0653 2.5105  -1.044
C -2.7002 2.4473 1.2285  0.357
C -2.4432 3.4933 0.1815  -0.446
H -2.6702 5.5763 0.2755  0.315
H -4.0062 5.4313 2.2395  0.502
H -3.5682 2.4643 3.3875  0.459
H -2.6202 1.3643 1.1905  0.413
H -2.1952 3.6103 -0.9105  0.284
N -5.8042 2.0483 -2.3825  -0.019
C -6.4292 2.7153 -3.3905  -0.340
C -5.4352 3.0633 -4.3675  -1.090
C -4.1912 2.6643 -3.7675  0.057
C -4.4212 2.0133 -2.5355  -0.233
H -6.2372 1.7643 -1.4395  0.279
H -7.7552 2.8983 -3.3605  0.218
H -5.4202 3.3953 -5.2615  0.605
H -3.2362 2.7673 -4.2785  0.450
H -3.8942 1.4253 -1.6505  0.137
N 1.4338 3.0053 1.6195  0.954
C 2.3568 2.2303 1.0605  -0.802
C 2.2258 2.6033 -0.3575  0.456
C 1.1038 3.6543 -0.5345  -1.992
C 0.6898 3.8433 0.8735  0.391
H 1.3848 2.9483 2.5845  -0.302
H 2.9158 1.3643 1.6085  0.131
H 2.9158 2.3363 -1.2235  0.623
H 0.8468 4.0513 -1.4895  0.688
H -0.0502 4.5853 1.2845  0.386

Calculated values
orbital gap: 7.62 eV
relative energy (zero: lowest compared OMol25 entry of this formula, charge and spin): 727.6 kcal per mole
net charge: 0

LUMO? In order: -2.57 0.53 eV.
HOMO? In order: -10.38 -7.08 eV.